[1]
A 2-piece molecular cluster, C4H9O3 overall at a distorted geometry. Source: the Open Molecules 2025 dataset; level of theory: ωB97M-V with the def2-TZVPD basis set.

Summary:
DFT total energy = -383.5798 a.u.
F_max = 2.58 eV/Å
Orbital gap = 8.4 eV
Net charge = -1

Atoms and positions in Å:
C -0.196 2.053 -1.247
C 0.571 2.272 -2.557
O 0.610 1.142 -0.498
H -0.232 2.957 -0.594
H -1.207 1.672 -1.354
H 1.625 2.064 -2.454
H 0.084 0.273 -0.306
H 0.473 3.310 -2.859
H 0.184 1.541 -3.286
C 0.847 -1.158 1.949
C -0.425 -1.583 1.135
O -1.131 -2.477 1.632
O -0.616 -1.004 0.025
H 0.524 -1.540 2.929
H 1.055 -0.125 1.683
H 1.641 -1.871 1.639


[2]
A 2-piece molecular cluster, C4H9O3 overall at a distorted geometry. Source: the Open Molecules 2025 dataset; level of theory: ωB97M-V with the def2-TZVPD basis set.

Summary:
DFT total energy = -383.5931 a.u.
F_max = 1.75 eV/Å
Orbital gap = 9.1 eV
Net charge = -1

Atoms and positions in Å:
O -2.125 -0.689 -1.057
C -1.216 -1.038 -1.893
O 0.030 -0.836 -1.823
H -1.566 -1.594 -2.783
C -0.251 1.222 0.467
O -1.657 1.278 0.636
C 0.341 -0.059 1.056
C 1.800 -0.266 0.655
H 0.005 1.250 -0.603
H 0.181 2.100 0.929
H -1.979 0.564 0.020
H 0.219 -0.060 2.135
H -0.265 -0.879 0.634
H 2.429 0.540 1.027
H 2.199 -1.209 1.055
H 1.855 -0.323 -0.456


[3]
A 2-piece molecular cluster, C4H9O3 overall at a distorted geometry. Source: the Open Molecules 2025 dataset; level of theory: ωB97M-V with the def2-TZVPD basis set.

Summary:
DFT total energy = -383.5978 a.u.
F_max = 2.28 eV/Å
Orbital gap = 8.2 eV
Net charge = -1

Atoms and positions in Å:
O -0.265 0.977 1.208
C -1.133 0.604 0.344
O -2.317 0.337 0.576
C -0.568 0.501 -1.045
C 0.257 -0.810 -1.233
C 1.460 -0.687 -2.187
H -0.021 1.402 -1.321
H -1.347 0.421 -1.821
H -0.429 -1.567 -1.596
H 0.659 -1.021 -0.239
H 1.133 -0.375 -3.178
H 2.256 -0.151 -1.683
H 1.807 -1.714 -2.358
H 0.851 0.044 2.034
H 2.187 -0.373 1.588
O 1.622 -0.545 2.328


[4]
A 2-piece molecular cluster, C4H9O3 overall at a distorted geometry. Source: the Open Molecules 2025 dataset; level of theory: ωB97M-V with the def2-TZVPD basis set.

Summary:
DFT total energy = -383.5454 a.u.
F_max = 5.06 eV/Å
Orbital gap = 8.4 eV
Net charge = -1

Atoms and positions in Å:
C -0.088 2.747 0.137
C 0.582 1.383 -0.218
O -0.127 0.834 -1.108
O 1.499 1.048 0.514
H -1.024 2.722 -0.417
H 0.605 3.604 -0.305
H -0.319 2.867 1.192
C -0.521 -2.488 0.249
C -0.306 -1.344 1.278
O -0.793 -1.937 -1.062
H 0.517 -3.044 0.062
H -1.410 -3.031 0.365
H -0.785 -0.499 0.885
H -0.295 -1.093 -1.119
H 0.705 -1.025 1.625
H -0.626 -1.845 2.278


[5]
A 2-piece molecular cluster, C4H9O3PS overall at a distorted geometry. Source: the Open Molecules 2025 dataset; level of theory: ωB97M-V with the def2-TZVPD basis set.

Summary:
DFT total energy = -1123.0634 a.u.
F_max = 5.12 eV/Å
Orbital gap = 5.7 eV
Net charge = -2

Atoms and positions in Å:
C 0.366 1.029 -1.035
C 0.566 -0.526 -0.803
C -0.384 -1.021 0.309
C 0.016 1.233 2.740
O -0.192 -1.262 3.739
O 2.108 -0.636 2.755
O 1.097 0.780 4.636
P 0.831 -0.203 3.441
S 0.535 2.529 1.919
H -0.619 1.405 -1.018
H 0.712 1.121 -2.100
H 0.914 1.510 -0.322
H 1.473 -0.862 -0.409
H 0.173 -1.135 -1.708
H 0.096 -1.144 1.239
H -1.058 -0.086 0.526
H -1.017 1.256 2.977
H -0.854 -1.907 0.050


[6]
A single C4H9O3PS molecule at a distorted geometry. Source: the Open Molecules 2025 dataset; level of theory: ωB97M-V with the def2-TZVPD basis set.

Summary:
DFT total energy = -1123.1361 a.u.
F_max = 3.19 eV/Å
Orbital gap = 8.9 eV
Structure (SMILES) = CC(C)=CSP(=O)(O)O

Atoms and positions in Å:
C -2.411 1.048 -0.002
C -1.390 0.050 -0.166
C -1.963 -1.351 -0.306
C -0.110 0.301 -0.363
S 1.064 -0.994 -0.290
P 2.860 0.084 -0.094
O 3.640 0.343 -1.293
O 2.443 1.430 0.716
O 3.660 -0.716 1.012
H -3.256 0.841 -0.630
H -2.296 2.109 -0.171
H -2.876 0.985 0.965
H -2.582 -1.696 0.561
H -1.190 -2.056 -0.398
H -2.567 -1.341 -1.226
H 0.342 1.384 -0.474
H 2.416 1.035 1.616
H 4.217 -1.457 0.542


[7]
C4H9O3Pr as an isolated structure at a distorted geometry. Source: the Open Molecules 2025 dataset; level of theory: ωB97M-V with the def2-TZVPD basis set.

Summary:
DFT total energy = -900.0823 a.u.
F_max = 4.23 eV/Å
Multiplicity = 4
Orbital gap (alpha / beta) = 6.7 / 7.4 eV
Net charge = +1

Atoms and positions in Å:
C -0.233 1.506 -2.810
O 0.009 0.361 -2.011
H -0.949 1.272 -3.609
H -0.572 2.346 -2.189
H 0.730 1.794 -3.263
O 1.313 -1.789 0.324
C 0.237 -2.128 1.170
C -0.933 -1.134 1.370
O -1.038 0.246 1.555
C 0.226 1.009 1.603
Pr 1.912 0.231 0.010
H 0.724 -2.232 2.169
H -0.257 -3.059 0.833
H -0.839 -0.206 -1.638
H -0.852 -1.228 2.443
H 0.621 0.968 2.636
H -0.098 2.046 1.407


[8]
A 2-piece molecular cluster, C4H9O3S overall at a distorted geometry. Source: the Open Molecules 2025 dataset; level of theory: ωB97M-V with the def2-TZVPD basis set.

Summary:
DFT total energy = -781.7956 a.u.
F_max = 1.80 eV/Å
Orbital gap = 7.7 eV
Net charge = -1

Atoms and positions in Å:
O 1.223 0.473 -1.473
C 1.478 -0.349 -0.571
O 2.609 -0.795 -0.242
C 0.324 -0.789 0.345
C -1.115 -0.516 -0.131
C -2.109 -0.268 0.966
S -3.811 0.014 0.275
H 0.553 -0.349 1.325
H 0.389 -1.854 0.557
H -0.950 0.350 -0.792
H -1.484 -1.268 -0.838
H -2.199 -1.095 1.675
H -1.782 0.586 1.565
H -3.544 0.962 -0.688
H 3.418 0.839 -0.689
H 3.213 2.356 -0.814
O 3.787 1.703 -0.469


[9]
A 2-piece molecular cluster, C4H9O4 overall at a distorted geometry. Source: the Open Molecules 2025 dataset; level of theory: ωB97M-V with the def2-TZVPD basis set.

Summary:
DFT total energy = -458.7871 a.u.
F_max = 5.46 eV/Å
Orbital gap = 8.0 eV
Net charge = -1

Atoms and positions in Å:
O -1.880 2.117 -1.010
C -0.930 1.603 -0.445
O -0.174 2.033 0.369
C -0.660 0.168 -1.036
C 0.841 -0.154 -0.734
C 0.843 -1.594 -0.499
O 0.475 -1.961 0.766
H -1.420 -0.322 -0.247
H -0.765 0.287 -2.101
H 1.427 0.182 -1.667
H 1.273 0.485 0.103
H 0.008 -2.079 -1.233
H 1.892 -2.100 -0.731
H 0.156 -1.165 1.346
H -1.018 1.016 2.773
H 0.171 0.995 1.778
O -0.238 0.490 2.566


[10]
A 2-piece molecular cluster, C4H9O4 overall at a distorted geometry. Source: the Open Molecules 2025 dataset; level of theory: ωB97M-V with the def2-TZVPD basis set.

Summary:
DFT total energy = -458.8482 a.u.
F_max = 1.07 eV/Å
Orbital gap = 8.3 eV
Net charge = -1

Atoms and positions in Å:
O -3.337 -0.271 0.369
C -2.140 0.046 0.291
O -1.596 1.136 0.639
C -1.157 -1.047 -0.256
C 0.130 -0.428 -0.808
C 1.357 -0.799 0.005
O 2.488 0.025 -0.307
H -0.991 -1.711 0.598
H -1.687 -1.594 -1.036
H 0.391 -0.822 -1.800
H -0.039 0.636 -0.939
H 1.250 -0.763 1.097
H 1.581 -1.818 -0.283
H 2.222 0.911 -0.024
H 0.507 2.577 0.182
H 0.119 1.700 1.282
O 0.902 2.221 0.990